# 1
Here is a molecular structure, C15H38N13O3PrS2 in a non-equilibrium geometry from the OMol25 dataset. Energies are from wB97M-V/def2-TZVPD.

* E: -2844.81278 a.u.
* HOMO energy (alpha / beta): -13.364 / -13.364 eV
* orbital gap (alpha / beta): 7.230 / 7.232 eV
* maximum force: 2.77 eV/A

```
! RIJCOSX wB97M-V def2-TZVPD def2/J DEFGRID3
* xyz 2 3
Pr -0.18270 -1.80439 0.92894
N -2.24880 -3.42539 0.81404
C -2.95200 -3.24039 -0.46856
C -3.49270 -1.81539 -0.50936
N -2.41030 -0.80439 -0.47236
C -2.87400 0.36111 0.30814
C -2.65210 0.16571 1.80674
N -1.20840 0.27731 2.10874
C -2.01180 -0.39719 -1.83756
C -0.65400 -0.95069 -2.26456
N 0.38510 -0.57499 -1.27596
H -1.84900 -4.36929 0.83184
H -2.93920 -3.41529 1.57084
H -3.78930 -3.93779 -0.59536
H -2.23730 -3.41359 -1.28006
H -4.13580 -1.68939 0.36544
H -4.13030 -1.67969 -1.38976
H -3.93200 0.57251 0.11354
H -2.30980 1.24321 0.00154
H -2.98580 -0.82949 2.12244
H -3.23950 0.91991 2.34384
H -1.09200 0.17651 3.11914
H -0.92060 1.23641 1.89714
H -1.94470 0.69101 -1.88106
H -2.76470 -0.70059 -2.57136
H -0.43050 -0.54239 -3.25676
H -0.68260 -2.04279 -2.34536
H 0.43900 0.45311 -1.23336
H 1.28060 -0.88819 -1.66136
N 2.18120 0.20841 1.28924
N 2.90900 -0.15869 2.43894
C 2.42740 -1.10649 3.26024
N 3.16590 -1.64009 4.20964
N 1.13240 -1.39949 3.02584
N 0.61540 -2.51859 3.44154
O -0.48240 -2.77259 2.93204
O 1.13050 -3.23779 4.24904
H 2.74490 -0.00289 0.46254
H 1.99070 1.21221 1.29964
H 3.89000 0.09721 2.50114
H 4.16080 -1.48129 4.27394
H 2.76710 -2.38189 4.78614
C 2.06820 -6.66299 -0.47086
O 2.48870 -5.46689 0.17124
C 1.81330 -4.36149 0.10134
S 0.37870 -4.13979 -0.76786
S 2.46930 -3.04489 0.93724
H 2.11940 -7.46309 0.26724
H 2.75910 -6.87779 -1.28636
H 1.05530 -6.56309 -0.86216
C 1.33100 3.56031 -0.00516
N 1.40100 4.92471 -0.47686
C 0.04660 5.44731 -0.63846
N -0.71910 4.62551 -1.57136
C -0.76400 3.27231 -1.07496
N 0.57530 2.67041 -0.91256
C 1.24210 2.75491 -2.23306
N 1.31820 4.10481 -2.73956
C 2.05080 4.93321 -1.78686
C -0.03590 4.63351 -2.86306
H 0.84590 3.54891 0.97634
H 2.35330 3.17521 0.08794
H 0.09460 6.46791 -1.02136
H -0.46420 5.44851 0.32784
H -1.33520 2.66211 -1.78346
H -1.26490 3.27061 -0.10006
H 0.67530 2.14681 -2.94546
H 2.25570 2.35391 -2.13276
H 2.09120 5.95771 -2.15736
H 3.06940 4.55071 -1.68446
H -0.59600 4.02201 -3.57506
H 0.00920 5.65531 -3.23926
*
```

# 2
Here is 3 unconnected molecules or ions with the total composition C15H38N3O4S in a non-equilibrium geometry from the OMol25 dataset. Energies are from wB97M-V/def2-TZVPD.

* E: -1457.43478 a.u.
* HOMO energy: -11.005 eV
* orbital gap: 8.261 eV
* maximum force: 1.40 eV/A

```
! RIJCOSX wB97M-V def2-TZVPD def2/J DEFGRID3
* xyz 1 1
C 5.37079 0.31692 0.56267
C 5.04037 0.14423 -0.92219
S 3.59360 1.17348 -1.35360
C 2.28544 0.02764 -0.84994
C 0.93364 0.58776 -1.25252
C 0.48506 1.79170 -0.45748
O 0.41474 1.54430 0.92823
C -0.19776 0.29387 1.24584
C -0.97251 -0.33958 0.10129
O -1.39734 -1.59720 0.56263
N -0.09956 -0.50810 -1.10565
H 4.46792 0.11637 1.13203
H 6.16305 -0.35655 0.87515
H 5.65257 1.34736 0.74824
H 5.86957 0.41757 -1.56257
H 4.75823 -0.88972 -1.09691
H 2.44810 -0.89551 -1.41252
H 2.33590 -0.22391 0.20670
H 1.01311 0.89648 -2.29237
H -0.50604 2.11438 -0.79687
H 1.15331 2.62628 -0.63739
H -0.88544 0.46691 2.06638
H 0.58602 -0.40470 1.53959
H -1.87768 0.20183 -0.16634
H -1.36422 -2.26561 -0.14180
H 0.39344 -1.39716 -0.96767
H -0.64564 -0.64053 -1.96230
C 0.21791 -2.08411 -4.64793
C 0.42412 -3.32498 -3.78330
C 0.56185 -4.63018 -4.57801
O -0.65371 -5.12933 -5.08605
C -1.10349 -4.53890 -6.29678
N -0.66615 -3.41228 -2.79580
H -0.80202 -2.00797 -5.02209
H 0.41562 -1.17647 -4.06781
H 0.89578 -2.07880 -5.50094
H 1.36399 -3.18690 -3.23758
H 0.92942 -5.40118 -3.89612
H 1.30578 -4.53066 -5.37762
H -0.26801 -4.27593 -6.95076
H -1.71761 -3.65591 -6.10498
H -1.72571 -5.27234 -6.80566
H -0.46566 -4.17827 -2.15704
H -1.50113 -3.72103 -3.28902
C -2.02892 4.60411 6.13480
C -1.76096 4.18926 4.69208
C -2.95581 3.51552 4.00104
O -3.18663 2.17129 4.38072
C -3.89512 1.99969 5.59771
N -0.56325 3.34458 4.65472
H -1.99151 3.75710 6.81914
H -1.27254 5.31471 6.46558
H -3.00466 5.08310 6.23436
H -1.54663 5.10083 4.12644
H -2.74264 3.47519 2.92823
H -3.87096 4.10892 4.12218
H -4.64207 2.78443 5.74138
H -3.21575 1.97577 6.45194
H -4.40500 1.03823 5.54805
H -0.32432 3.16036 3.68329
H -0.82290 2.43363 5.02520
*
```

# 3
Here is a molecular structure, C15H39FeO6 in a non-equilibrium geometry from the OMol25 dataset. Energies are from wB97M-V/def2-TZVPD.

* E: -2310.01154 a.u.
* HOMO energy (alpha / beta): -8.323 / -7.953 eV
* orbital gap (alpha / beta): 8.896 / 8.067 eV
* maximum force: 2.41 eV/A

```
! RIJCOSX wB97M-V def2-TZVPD def2/J DEFGRID3
* xyz 0 6
Fe 0.20582 0.15871 -0.20355
C -2.77806 -0.15119 -3.41852
C -1.97540 -0.86856 -2.33255
O -1.24668 0.02590 -1.56398
H -2.16587 0.33985 -4.17455
H -3.56471 0.46990 -2.99780
H -3.28380 -0.92289 -4.01791
H -1.33114 -1.63423 -2.79097
H -2.67995 -1.39780 -1.67282
C 2.22169 -1.37528 3.30896
C 2.00223 -0.13572 2.48121
O 1.47384 -0.37752 1.23418
H 2.93875 -2.05851 2.85569
H 1.27656 -1.89881 3.50635
H 2.53586 -1.14151 4.33182
H 2.97165 0.39579 2.45888
H 1.38646 0.61095 3.01410
C 2.06453 3.76793 0.32533
C 0.88716 3.36253 -0.58993
O 0.65744 2.01246 -0.56008
H 1.84654 3.39535 1.32772
H 2.21739 4.84801 0.31113
H 3.00280 3.29375 0.02499
H 1.09244 3.70624 -1.60951
H 0.06483 3.96650 -0.17688
C -3.45346 1.43823 1.28408
C -1.96942 1.86089 1.15162
C -1.55406 2.72421 2.32883
O -1.22703 0.60647 1.26186
H -3.68020 1.17934 2.32025
H -3.66934 0.61932 0.60203
H -4.07992 2.28493 0.98649
H -1.85073 2.37541 0.20454
H -1.63590 2.19962 3.28774
H -2.20545 3.59529 2.41776
H -0.49827 2.99321 2.26681
H -1.48732 0.22384 2.10414
C 3.32871 0.80028 -2.36952
C 2.07752 0.01199 -2.73231
C 2.29518 -0.97924 -3.85257
O 1.55070 -0.71320 -1.61212
H 3.61270 1.50467 -3.15015
H 4.17885 0.13359 -2.20168
H 3.10069 1.36064 -1.46104
H 1.32012 0.73049 -3.04917
H 2.57744 -0.55337 -4.81539
H 1.37657 -1.55541 -3.98936
H 3.07552 -1.71270 -3.61125
H 2.16394 -1.43553 -1.42160
C -2.41840 -2.94512 1.26157
C -0.91033 -2.71932 1.34016
C -0.10092 -3.94558 1.66036
O -0.46534 -2.04855 0.15538
H -2.86071 -2.03360 0.86100
H -2.84567 -3.14748 2.24519
H -2.66991 -3.79481 0.62008
H -0.78694 -1.96979 2.12940
H 0.97345 -3.74759 1.69166
H -0.24952 -4.72171 0.90386
H -0.31006 -4.31047 2.66713
H -0.52284 -2.70082 -0.55707
*
```

# 4
Here is 10 unconnected molecules or ions with the total composition C15H39N10O19 in a non-equilibrium geometry from the OMol25 dataset. Energies are from wB97M-V/def2-TZVPD.

* E: -2570.95182 a.u.
* HOMO energy: -12.461 eV
* orbital gap: 9.245 eV
* maximum force: 2.22 eV/A

```
! RIJCOSX wB97M-V def2-TZVPD def2/J DEFGRID3
* xyz 1 1
C 4.99159 0.14521 0.29719
O 4.45817 1.16602 1.12935
C 3.31933 1.78570 0.62156
C 2.13039 0.88268 0.47263
C 1.14523 1.16974 -0.66374
C 0.13020 0.04853 -0.33224
C 0.08940 0.23062 1.13689
N 1.15787 0.73478 1.57794
H 4.39489 -0.03515 -0.58512
H 5.05801 -0.75597 0.88147
H 5.99327 0.39365 -0.02531
H 3.47145 2.24873 -0.34749
H 3.08331 2.58806 1.30532
H 2.43593 -0.13757 0.28100
H 1.67291 1.12006 -1.59844
H 0.73522 2.14981 -0.47513
H -0.84399 0.31549 -0.70650
H 0.51766 -0.89831 -0.66983
H -0.76350 -0.01188 1.74199
H 1.32200 0.99305 2.55143
C 3.69673 1.74876 5.74454
N 2.26739 1.78944 5.34106
O 2.04250 1.64027 4.13943
O 1.42201 1.94339 6.18356
H 4.27687 1.58984 4.84819
H 3.94813 2.69602 6.21380
H 3.81532 0.92547 6.43704
C -0.87574 2.95909 3.77463
N -2.27676 2.86742 3.28273
O -2.42228 2.68997 2.07934
O -3.16449 2.94591 4.09683
H -0.22191 2.84323 2.92039
H -0.73177 3.92501 4.24804
H -0.73388 2.15710 4.49262
C 2.37329 -3.79937 2.53878
N 2.67147 -3.31096 1.16703
O 1.80448 -2.67235 0.58618
O 3.76577 -3.56125 0.71406
H 1.36696 -3.49147 2.79527
H 2.46214 -4.88105 2.53404
H 3.10459 -3.35631 3.20899
C 6.28505 1.65730 -3.39281
N 4.87642 1.56419 -3.87010
O 4.68499 1.43921 -5.05678
O 3.99730 1.62214 -3.02024
H 6.94066 1.59210 -4.25179
H 6.39384 2.61014 -2.88414
H 6.45055 0.83251 -2.70674
C -3.43011 0.21744 0.40187
N -2.80065 -1.06497 -0.02519
O -2.18929 -1.71754 0.80985
O -2.92453 -1.35889 -1.19327
H -3.22655 0.36665 1.45507
H -2.98910 1.00734 -0.19576
H -4.49105 0.15738 0.21975
C 6.69565 -1.52469 4.69907
N 5.24170 -1.84262 4.73884
O 4.90055 -2.99318 4.54769
O 4.47001 -0.91679 4.94806
H 7.23874 -2.43955 4.49904
H 6.84502 -0.79465 3.90930
H 6.96434 -1.10919 5.66540
C -4.38664 -2.86924 -3.57640
N -5.44470 -3.17544 -4.57937
O -5.09366 -3.56098 -5.68012
O -6.59580 -3.00323 -4.23034
H -3.41842 -3.06059 -4.02171
H -4.49480 -1.82358 -3.30267
H -4.55610 -3.50866 -2.71630
C -7.24177 0.94545 -2.71444
N -6.01643 1.12277 -1.88635
O -5.05565 0.41186 -2.13368
O -6.03975 1.96181 -1.00688
H -7.06762 0.15851 -3.43153
H -8.05230 0.68528 -2.04044
H -7.44057 1.89241 -3.20653
C -6.95753 -0.76165 -7.39879
N -8.07328 -0.73871 -6.41227
O -9.19724 -0.92800 -6.81747
O -7.77263 -0.53456 -5.24502
H -7.37412 -0.95437 -8.37916
H -6.46896 0.20689 -7.35968
H -6.27575 -1.55166 -7.09743
*
```

# 5
Here is a molecular structure, C15H40CeIOP2Si2 in a non-equilibrium geometry from the OMol25 dataset. Energies are from wB97M-V/def2-TZVPD.

* E: -2704.25735 a.u.
* HOMO energy (alpha / beta): -18.458 / -18.459 eV
* orbital gap (alpha / beta): 6.276 / 6.268 eV
* maximum force: 5.26 eV/A

```
! RIJCOSX wB97M-V def2-TZVPD def2/J DEFGRID3
* xyz 3 1
C 0.59346 0.09341 -5.30200
I -0.84180 -0.44671 -3.70870
H 1.61461 0.17445 -4.93867
H 0.25947 1.03688 -5.72947
H 0.55043 -0.69490 -6.05194
Ce -0.03505 -0.01748 -0.75092
P 1.02978 2.75159 -1.56669
C -0.51509 3.53491 -2.21288
C 1.64074 4.08637 -0.46702
H 1.58345 5.05815 -0.99001
H 2.24584 4.13723 -3.18250
H 2.69130 3.87879 -0.21416
H 3.10838 2.62058 -2.79090
H -1.34096 3.39633 -1.50534
H 1.06753 4.14152 0.46852
C 2.12554 3.05421 -3.01878
H -0.34326 4.60911 -2.36472
H 1.71542 2.55404 -3.90777
H -0.79566 3.06140 -3.16082
P 1.17024 -2.76207 -1.16357
C -0.22569 -3.74064 -1.83084
C 2.39919 -3.15384 -2.47580
H 2.83174 -3.70240 0.31139
H 1.62232 -4.93328 -0.13812
H 1.25213 -3.68492 1.11273
C 1.76083 -3.88314 0.16102
H 3.33655 -2.63049 -2.24490
H 2.57453 -4.24341 -2.50362
H -0.01019 -4.80998 -1.72723
H -0.36598 -3.47967 -2.88264
H 2.03063 -2.79765 -3.44822
H -1.15273 -3.51498 -1.30211
C -2.57726 -0.08900 -1.26973
O -3.70415 -0.18642 -1.48102
C 1.37105 1.55825 2.18062
Si -0.51929 1.54619 2.32429
C -0.97222 1.56896 4.15826
C -1.26862 3.09393 1.54222
C -1.10582 0.03900 1.34484
Si -1.43273 -1.51050 2.35381
C -2.97883 -1.23166 3.38901
C -1.76675 -2.99931 1.27298
C 0.07104 -1.92382 3.40781
H 1.71643 2.46404 2.70487
H 1.79878 1.57102 1.16310
H 1.77655 0.68398 2.70963
H -0.54307 2.49218 4.57536
H -2.05831 1.60543 4.31217
H -0.57270 0.72066 4.72884
H -0.75426 3.42097 0.63011
H -2.33360 2.93855 1.31159
H -1.20479 3.89971 2.28821
H -2.12868 0.34276 1.01360
H -3.80710 -0.86936 2.75810
H -3.28447 -2.20293 3.80329
H -2.84503 -0.52076 4.21502
H -0.86117 -3.52424 0.95104
H -2.36550 -3.71744 1.85248
H -2.36789 -2.75587 0.38299
H 0.95525 -2.12004 2.78903
H 0.33507 -1.14888 4.13810
H -0.14967 -2.83880 3.97603
*
```

# 6
Here is 8 unconnected molecules or ions with the total composition C15H40F6N7O11P in a non-equilibrium geometry from the OMol25 dataset. Energies are from wB97M-V/def2-TZVPD.

* E: -2745.85088 a.u.
* HOMO energy (alpha / beta): -18.524 / -18.522 eV
* orbital gap (alpha / beta): 9.793 / 5.667 eV
* maximum force: 6.35 eV/A

```
! RIJCOSX wB97M-V def2-TZVPD def2/J DEFGRID3
* xyz 3 2
C 8.48794 16.07188 16.17765
C 7.03759 16.48644 16.45302
O 6.78631 17.52987 17.03666
N 5.90966 15.49684 16.10167
H 6.20696 14.84662 15.38828
H 5.68972 14.95464 16.92492
C 4.59544 16.16864 15.62087
H 8.56161 15.89168 15.10518
H 8.86643 15.22489 16.74989
H 9.11205 16.93421 16.41210
H 5.02268 16.72823 14.78874
H 4.27254 16.90681 16.35500
H 3.83436 15.45832 15.29791
C 9.79636 13.70947 20.80932
C 8.56241 14.36270 20.11069
O 8.64861 15.35521 19.44824
N 7.20066 13.64004 20.23920
H 6.64837 13.72888 19.39825
H 7.46067 12.66792 20.32571
C 6.54498 14.29849 21.47963
H 9.45249 13.39350 21.79421
H 10.45238 14.56182 20.98607
H 10.30388 12.92716 20.24494
H 5.59517 13.81070 21.69883
H 6.34032 15.34966 21.27651
H 7.26582 14.11267 22.27584
C 3.43645 11.62576 18.31664
C 4.21957 11.20838 19.58077
O 3.91394 11.51442 20.73918
N 5.52492 10.38950 19.25017
H 5.84496 10.77091 18.37142
H 6.23426 10.63139 19.92724
C 5.21286 8.84027 19.15355
H 2.67376 12.36139 18.57206
H 2.89843 10.78435 17.87997
H 4.19508 12.14748 17.73320
H 4.63428 8.60850 20.04777
H 6.14349 8.27386 19.18816
H 4.60801 8.65455 18.26598
C 11.18924 12.11729 16.35584
C 11.28264 11.20321 15.13500
O 12.14038 10.29460 15.02137
N 10.16240 11.28982 14.17102
H 9.91471 10.34113 13.92868
H 9.33786 11.61051 14.65824
C 10.58339 12.04310 12.92477
H 10.88450 13.08653 15.96114
H 12.10399 12.31110 16.91598
H 10.38467 11.92893 17.06667
H 9.77978 11.80280 12.22866
H 11.49071 11.58884 12.52662
H 10.82455 13.10325 13.00248
C 4.48152 9.51440 14.40079
C 5.70284 8.68089 13.90269
O 5.69904 7.75068 13.17296
N 6.99732 9.10324 14.55106
H 7.72825 9.14777 13.85547
H 6.98561 10.08993 14.76647
C 7.28319 8.22786 15.81374
H 4.44934 9.76384 15.46138
H 3.61621 8.86766 14.25570
H 4.19336 10.40561 13.84328
H 6.53387 8.37805 16.59094
H 8.21000 8.49905 16.31929
H 7.37643 7.19744 15.47071
P 6.02001 13.38113 13.03853
F 4.53646 13.60915 12.47457
F 6.66251 13.56608 11.49082
F 6.23022 14.98165 13.23586
F 7.54435 13.21673 13.69903
F 5.31789 13.31238 14.48974
F 5.90705 11.73763 12.85327
N 3.74201 15.16253 19.21506
O 3.19886 15.95722 18.47562
O 3.30344 14.83914 20.30500
O 4.80887 14.60349 18.81543
N 7.13961 12.10834 16.64245
O 6.86177 12.98894 17.49608
O 6.44199 11.13678 16.52535
O 8.12660 12.21756 16.01532
*
```

Q: Among the records above, which one has the highest E?
A: C15H38N3O4S